1.
This record from the Open Molecules 2025 dataset describes an isolated molecule of C26H30N4O5S at a distorted geometry. The level of theory is the ωB97M-V functional and the def2-TZVPD basis.

Structure (ORCA input):
```
! RIJCOSX wB97M-V def2-TZVPD def2/J DEFGRID3
* xyz 0 1
S -1.47 -1.73 -5.01
O -3.56 -1.94 -0.55
O 1.40 -0.30 -2.58
O -1.91 2.47 1.71
O 0.86 3.42 4.14
O -0.58 3.53 0.16
N -2.54 -1.82 -2.57
N -1.31 0.07 -3.16
N 1.88 -0.76 -0.44
N 3.40 0.14 1.80
C 2.08 1.77 3.04
C -0.86 1.88 -1.64
C -0.63 -4.09 -2.40
C 0.27 3.94 5.30
C 1.71 1.50 5.40
C 3.34 -1.27 1.46
C 1.58 -1.14 -1.70
C 1.98 0.65 -0.13
C -2.86 -1.30 -1.31
C -2.13 -4.22 -2.10
C 1.42 -2.62 -2.00
C -1.13 3.62 1.46
C -2.28 0.00 -0.99
C 2.43 0.32 5.35
C 0.09 -3.15 -1.44
C 2.97 -0.13 4.17
C -1.88 1.74 0.56
C -2.98 -3.18 -2.84
C -1.47 0.65 -1.93
C -1.08 2.39 -0.39
C -1.79 -1.15 -3.50
C 1.54 2.23 4.24
C -2.49 0.54 0.28
C 3.30 0.93 0.59
C 2.80 0.58 2.97
C 2.03 -1.61 0.72
H -0.21 4.87 5.00
H -4.02 -3.26 -2.50
H 1.14 0.93 0.51
H -0.51 -3.74 -3.43
H -0.31 3.68 2.20
H 3.42 -1.89 2.35
H -2.49 -5.20 -2.41
H 1.41 -2.70 -3.09
H 4.13 0.63 -0.06
H -2.30 -4.13 -1.02
H 2.27 -3.19 -1.63
H 1.91 2.39 2.17
H 2.04 -2.66 0.43
H 4.20 -1.49 0.81
H -1.76 4.52 1.53
H 2.58 -0.25 6.25
H 1.19 -1.43 1.40
H 0.25 -3.66 -0.49
H 3.41 1.98 0.82
H 1.29 1.83 6.34
H -0.49 3.26 5.71
H -0.16 -5.08 -2.34
H -0.55 -2.29 -1.22
H -3.11 0.02 0.99
H 1.92 1.21 -1.07
H 3.56 -1.04 4.18
H -2.93 -3.34 -3.91
H 1.02 4.15 6.07
H -0.24 2.38 -2.36
H -0.64 0.47 -3.81
*
```

The value obtained for the max |F| is 0.026 hartree/bohr. The value obtained for the gap between HOMO and LUMO is 0.305 hartree. Its SMILES is COc1cccc(N2CCN(C(=O)CCCCCn3c(=S)[nH]c4cc5c(cc4c3=O)OCO5)CC2)c1. As for the total energy: -54483.290 eV. The molar mass is 510.6 g mol⁻¹. The LUMO energy comes out at 0.47 eV.

=====

2.
This record from the Open Molecules 2025 dataset describes an isolated molecule of C26H30N6O3 at a distorted geometry. The level of theory is the ωB97M-V functional and the def2-TZVPD basis.

Structure (ORCA input):
```
! RIJCOSX wB97M-V def2-TZVPD def2/J DEFGRID3
* xyz 0 1
O -6.31 -0.24 -2.61
O -0.59 -0.99 -1.89
O -0.51 2.71 0.57
N -4.22 0.10 -2.19
N 0.74 -0.16 -0.39
N -1.74 0.93 0.43
N -1.50 2.15 0.08
N -5.46 0.49 -2.09
N 0.40 -0.29 -1.63
C -2.90 0.27 -0.14
C 4.44 -2.63 0.83
C -0.92 0.19 1.38
C 1.86 -3.10 -0.04
C 2.92 -3.72 -0.67
C -4.09 0.36 0.79
C -4.44 1.57 1.36
C -4.86 -0.77 1.04
C -6.32 0.53 2.42
C -5.98 -0.68 1.85
C 1.83 0.75 -0.11
C 3.38 -2.00 1.45
C 6.28 1.62 0.06
C 6.27 3.00 0.03
C 0.92 -1.52 1.69
C 4.05 1.57 -0.83
C 2.07 -2.23 1.02
C 2.83 0.79 -1.26
C 5.18 0.91 -0.36
C 4.22 -3.48 -0.24
C -3.83 -1.12 -2.85
C 0.00 -0.82 0.69
C 4.04 2.96 -0.85
C -3.24 0.90 -1.51
C 5.15 3.67 -0.42
C -5.55 1.65 2.18
H 2.34 0.41 0.80
H -3.84 2.45 1.16
H 5.19 -0.17 -0.34
H -1.58 -0.32 2.09
H 0.85 -3.30 -0.38
H 3.17 3.48 -1.21
H -4.59 -1.72 0.59
H -5.82 2.60 2.62
H 7.16 1.09 0.42
H -7.20 0.60 3.05
H -0.33 0.94 1.92
H 3.56 -1.34 2.28
H -2.75 -1.26 -2.75
H -0.61 -1.56 0.17
H 5.13 4.75 -0.45
H 2.37 1.26 -2.13
H -6.58 -1.56 2.03
H -2.34 0.97 -2.12
H -3.66 1.90 -1.36
H 1.42 1.75 0.08
H 1.30 -0.80 2.42
H 2.74 -4.38 -1.50
H -2.63 -0.78 -0.31
H 7.13 3.56 0.37
H 0.31 -2.25 2.24
H 5.45 -2.45 1.17
H -4.10 -1.07 -3.90
H 3.11 -0.23 -1.52
H 5.05 -3.96 -0.74
H -4.37 -1.96 -2.41
*
```

The value obtained for the max |F| is 0.024 hartree/bohr. The value obtained for the gap between HOMO and LUMO is 0.343 hartree. Its SMILES is CN(C[C@H](c1ccccc1)N(C[C@H](Cc1ccccc1)N(CCc1ccccc1)N=O)N=O)N=O. As for the total energy: -42526.723 eV. The molar mass is 474.6 g mol⁻¹. The LUMO energy comes out at 0.46 eV.

=====

3.
This record from the Open Molecules 2025 dataset describes a structure of composition C26H30N6O3 at a distorted geometry. The level of theory is the ωB97M-V functional and the def2-TZVPD basis.

Structure (ORCA input):
```
! RIJCOSX wB97M-V def2-TZVPD def2/J DEFGRID3
* xyz 0 1
O 5.22 -2.50 1.37
O -2.11 -0.98 1.97
O 0.01 -1.42 -3.46
N 0.57 1.20 0.53
N 0.21 -1.39 2.46
N -1.58 0.34 -1.41
N -0.84 1.94 1.79
N 1.08 1.61 1.66
N 0.19 1.74 2.63
C -0.38 0.29 -2.08
C -1.56 -1.19 -0.70
C 1.40 -1.82 2.47
C -2.96 3.16 2.29
C 7.23 -3.08 0.26
C -3.13 5.39 1.20
C -4.36 2.92 1.60
C -2.25 2.05 2.71
C -0.44 -1.32 0.25
C -0.72 -2.35 -4.36
C -1.85 1.12 -0.28
C -1.68 -1.13 -4.99
C 1.79 -1.94 1.06
C -0.63 1.52 0.71
C 5.71 -2.69 0.16
C 3.19 -2.03 0.77
C -4.51 5.15 1.03
C 0.74 -1.89 0.03
C 3.74 -2.04 2.93
C -1.80 0.09 -4.13
C 2.44 -1.69 3.24
C -0.29 -0.10 -3.33
C -0.83 -1.08 1.80
C 4.01 -2.23 1.67
C -2.30 4.43 1.88
C -5.04 3.82 1.26
H -1.13 -0.95 -5.93
H -2.48 -1.22 -0.33
H 4.40 -2.10 3.79
H -2.60 6.36 1.26
H -0.28 1.59 -2.20
H -0.12 -2.80 -4.98
H 7.82 -2.13 0.67
H -0.22 -1.25 3.47
H 0.99 -1.90 -0.90
H -2.16 2.14 -0.64
H -4.98 5.97 0.58
H 0.54 0.40 -4.16
H -1.92 2.20 3.73
H 7.71 -3.19 -0.64
H 5.22 -3.68 -0.28
H 7.57 -4.10 0.90
H -4.70 2.10 1.87
H 2.07 -1.69 4.15
H -6.17 3.73 0.74
H -2.89 0.84 2.79
H 5.65 -1.77 -0.42
H -2.54 -1.55 -5.55
H -1.41 4.50 2.14
H -2.63 -0.18 -3.36
H -2.68 0.75 0.17
H -1.91 0.96 -4.58
H 3.06 -2.49 -0.28
H 0.43 0.17 -1.60
H -1.37 -1.87 -1.62
H -1.55 -2.71 -3.83
*
```

The value obtained for the max |F| is 0.378 hartree/bohr. The value obtained for the gap between HOMO and LUMO is 0.295 hartree. As for the total energy: -42508.421 eV. The molar mass is 474.6 g mol⁻¹. The LUMO energy comes out at 0.07 eV.

=====

4.
This record from the Open Molecules 2025 dataset describes a structure of composition C26H30N9O4PdSe at a distorted geometry. The level of theory is the ωB97M-V functional and the def2-TZVPD basis.

Structure (ORCA input):
```
! RIJCOSX wB97M-V def2-TZVPD def2/J DEFGRID3
* xyz 1 3
Pd -2.56 -13.78 -7.07
Se -3.87 -17.84 -3.33
O -4.74 -11.51 -4.37
O -4.00 -12.43 -6.29
O -3.23 -10.16 -2.44
O -1.10 -10.05 -1.88
N -1.61 -15.33 -7.99
N -0.82 -17.67 -8.97
N -6.17 -16.87 -4.68
N -5.04 -16.30 -8.88
N -5.31 -18.70 -5.60
N -0.50 -13.05 -4.89
N -6.03 -15.37 -8.67
N -1.75 -13.00 -5.38
N -4.20 -14.49 -7.97
C -7.52 -20.81 -4.17
C -6.26 -15.61 -3.96
C -0.39 -12.17 -3.90
C -1.96 -10.55 -2.57
C -7.04 -19.13 -7.34
C 0.05 -16.91 -8.36
C -7.66 -17.40 -1.51
C -2.43 -12.14 -4.65
C -4.46 -19.87 -5.74
C -3.87 -12.06 -5.06
C -6.36 -18.25 -6.41
C -4.95 -20.92 -4.73
C -2.09 -17.39 -8.97
C -8.13 -16.65 -6.39
C -8.79 -17.48 -7.28
C -5.51 -14.27 -8.17
C -0.33 -15.69 -7.84
C -1.64 -11.53 -3.63
C -7.65 -15.40 -3.28
C -6.91 -17.11 -5.86
C -5.14 -17.74 -4.62
C -8.36 -16.62 -2.66
C -8.28 -18.74 -7.72
C -6.35 -21.54 -4.96
C -2.54 -16.15 -8.53
C -3.93 -15.72 -8.41
H -9.78 -17.18 -7.65
H -8.80 -19.34 -8.51
H -8.45 -21.39 -4.25
H -5.35 -15.60 -3.37
H 0.15 -13.66 -5.39
H -7.05 -15.55 -8.91
H 1.09 -17.22 -8.34
H -6.74 -17.77 -1.87
H -7.32 -20.65 -3.08
H -8.38 -15.07 -3.99
H -8.53 -17.39 -3.42
H -7.46 -16.76 -0.60
H -3.47 -19.56 -5.37
H 0.51 -11.89 -3.39
H -7.71 -19.81 -4.53
H -4.45 -20.21 -6.80
H 0.41 -15.03 -7.42
H -6.01 -13.32 -7.82
H -6.29 -22.63 -4.74
H -8.56 -15.64 -6.20
H -3.84 -10.60 -3.15
H -6.11 -14.76 -4.63
H -6.54 -19.97 -7.80
H -6.65 -21.50 -5.98
H -7.60 -14.61 -2.49
H -4.76 -20.60 -3.68
H -8.34 -18.14 -1.21
H -2.76 -18.14 -9.46
H -4.14 -21.70 -4.90
H -9.38 -16.27 -2.47
*
```

The value obtained for the max |F| is 0.073 hartree/bohr. The value obtained for the gap between HOMO and LUMO (spin up / spin down) is 0.204 / 0.150 hartree. As for the total energy: -117867.364 eV. The molar mass is 718.0 g mol⁻¹. The LUMO energy (spin up / spin down) comes out at -3.31 / -6.70 eV.